1.
The following is a quantum chemistry calculation of C10H14F12KN2O11S4 as an isolated structure, from the OMol25 dataset.

## Properties
* energy above the lowest of the compared OMol25 structures with the same formula, charge and spin: 4.618 eV
* strongest force on any atom: 5.6 eV Å⁻¹
* frontier orbital gap: 7.42 eV

Geometry as ORCA input:
```
! wB97M-V def2-TZVPD RIJCOSX def2/J DEFGRID3
* xyz -1 1
K 0.42230 -2.30243 2.64333
S -2.42693 1.97203 4.00952
S -0.55762 -4.94966 -1.74205
S -2.52227 0.98762 6.31254
S -2.75885 -4.13267 -0.58531
F -4.81733 -3.14009 -2.04363
F -3.82948 -1.58370 -0.98526
F 1.96162 -4.68288 -0.71197
F -4.27904 2.17010 1.98453
F -2.85959 -2.51049 -2.84078
F -3.15719 -0.23344 8.67467
F -3.05631 3.94951 2.31959
F 1.94026 -5.37140 -2.76551
F -4.25839 -1.02685 7.01438
F -4.62727 3.36326 3.75681
F -4.78164 0.99198 7.74957
F 1.55480 -3.21617 -2.37090
O -2.32079 2.28541 6.98607
O 5.43691 2.70861 -2.84022
O -1.06104 -4.63728 -3.06586
O -1.72324 1.07927 3.08226
O -1.36102 0.10740 6.12787
O -1.58692 3.04379 4.55228
O -0.63521 -6.31059 -1.26709
O 3.14223 1.36278 -1.94209
O -3.14879 -3.85793 0.79034
O 1.31082 0.16801 -3.67535
O -3.35979 -5.39118 -1.03324
N -1.00212 -3.84282 -0.71591
N -3.41569 1.06545 5.09771
C 0.57329 0.04828 -4.88164
C 0.84754 1.22956 -2.76702
C -3.71187 2.92952 2.85140
C 5.47856 2.01059 -1.54335
C -3.78257 0.11210 7.53850
C 1.35444 -4.52450 -1.92575
C 5.13639 4.08040 -2.82838
C -3.59082 -2.77167 -1.69896
C 3.99212 1.87353 -0.95108
C 1.78534 1.07722 -1.51401
H 4.85614 4.42188 -3.82486
H 6.17066 2.41343 -0.80388
H 3.49697 2.80451 -0.67501
H 1.05402 0.52207 -5.73751
H -0.38385 0.55937 -4.98547
H 1.48484 1.82558 -0.78068
H 5.90147 4.75700 -2.44764
H 4.12511 1.23877 -0.07502
H 0.46638 -1.02888 -5.00967
H 0.82186 2.24322 -3.16694
H 5.74232 0.98281 -1.79274
H 4.32684 4.17639 -2.10483
H -0.09349 0.84488 -2.37385
H 1.72585 0.10844 -1.01800
*
```

2.
The following is a quantum chemistry calculation of C10H14F30HfO6P5 as an isolated structure, from the OMol25 dataset.

## Properties
* strongest force on any atom: 6.0 eV Å⁻¹
* ⟨S²⟩: 0.7673
* frontier orbital gap (spin up / spin down): 5.04 / 3.10 eV

Geometry as ORCA input:
```
! wB97M-V def2-TZVPD RIJCOSX def2/J DEFGRID3
* xyz 0 2
Hf -18.68721 -4.57272 -2.35405
P -19.05312 -0.63611 -3.52376
P -17.14021 -8.18062 -2.01266
P -19.08789 -4.69510 -5.54037
P -15.56354 -3.98152 -2.26579
P -18.52499 -2.29121 1.07694
F -14.31744 -5.03832 -2.16877
F -20.12872 -0.15110 -2.35154
F -18.43774 -5.72885 -4.43855
F -15.02299 -2.90638 -1.11605
F -18.23917 -1.52712 2.48753
F -17.65897 -8.45563 -3.53225
F -17.94786 -5.04559 -6.62777
F -18.07489 -3.75865 -4.66977
F -18.55981 -8.50043 -1.23317
F -16.34790 -4.96908 -3.29107
F -20.06984 -4.34290 -4.28097
F -17.84584 -0.24924 -2.51416
F -17.34758 -3.35373 1.44314
F -14.92188 -3.15103 -3.46585
F -16.52048 -4.66612 -1.15554
F -17.37042 -1.38413 0.38152
F -19.58386 -3.33813 1.69168
F -20.34057 -1.06701 -4.41983
F -17.77478 -6.67235 -1.97816
F -15.71205 -7.60497 -2.59600
F -16.86399 -3.14177 -2.53616
F -18.65300 -3.08578 -0.33882
F -16.58424 -7.89021 -0.42871
F -19.79163 -3.40118 -6.30098
F -19.05571 -2.17422 -2.77846
F -18.93509 0.76218 -4.27724
F -16.64951 -9.69843 -1.87168
F -19.74797 -1.26100 0.61068
F -17.94665 -1.26229 -4.56406
F -20.14065 -5.78794 -6.11043
O -20.39680 -6.52208 -2.82067
O -21.43023 -11.16058 -3.52810
O -24.08063 -10.53677 -3.70533
O -23.19039 -5.97183 -2.74662
O -20.97707 -3.90615 -1.72211
O -19.35850 -5.53735 -0.25888
C -21.25148 -7.42640 -2.96719
C -20.89469 -8.87247 -3.14930
C -22.75437 -7.26077 -2.95693
C -18.52938 -6.10867 0.77864
C -20.71629 -5.62210 0.16101
C -23.26360 -9.62214 -3.43257
C -21.80897 -9.85346 -3.30016
C -21.48516 -4.40626 -0.45841
C -23.61467 -8.25552 -3.10998
C -21.92306 -2.98486 -2.24372
H -24.65047 -7.99523 -3.27048
H -21.12991 -6.56632 -0.19320
H -21.62836 -2.45397 -3.14893
H -22.86116 -3.47568 -2.50289
H -18.79243 -7.15740 0.64056
H -22.49037 -4.81034 -0.57832
H -20.88175 -5.54090 1.23531
H -17.45081 -6.18748 0.64236
H -22.08028 -2.13948 -1.57386
H -22.24268 -11.63278 -3.72445
H -18.72105 -5.81519 1.81074
H -19.84369 -9.11484 -3.09411
H -21.71045 -3.63668 0.27989
H -24.10359 -5.91465 -3.03713
*
```

Which of these has the lowest strongest force on any atom? C10H14F12KN2O11S4

Number 2 is which compound? C10H14F30HfO6P5

The lowest strongest force on any atom belongs to which entry? C10H14F12KN2O11S4

Which formula does entry 2 have? C10H14F30HfO6P5